Entry 1
{"formula": "ClH14O7", "method": "the ωB97M-V functional and the def2-TZVPD basis", "symbols": ["Cl", "O", "H", "H", "O", "H", "H", "O", "H", "H", "O", "H", "H", "O", "H", "H", "O", "H", "H", "O", "H", "H"], "xyz": [[-31.18100, 6.16800, -16.48500], [-32.63700, 3.76900, -17.34800], [-32.50800, 4.69600, -17.08700], [-32.12200, 3.60500, -18.12000], [-31.18900, 7.73700, -19.25200], [-31.39600, 7.21900, -18.49100], [-31.15700, 8.60300, -18.81900], [-28.70900, 8.09000, -16.55700], [-29.50300, 7.54200, -16.51400], [-28.24600, 7.67200, -17.28800], [-29.51300, 6.03400, -13.62100], [-28.66600, 6.20600, -14.02400], [-30.13700, 5.96800, -14.34100], [-32.21200, 3.37500, -14.70300], [-32.13000, 4.31300, -14.45900], [-32.70000, 2.99500, -13.97500], [-28.88800, 4.33800, -17.92000], [-29.23600, 5.01700, -17.33600], [-29.35400, 4.55400, -18.73900], [-32.14000, 9.04300, -15.32500], [-31.43200, 9.03700, -14.69700], [-32.09800, 8.18200, -15.72600]], "mulliken_charge": [-0.90, -0.60, 0.29, 0.26, -0.62, 0.32, 0.32, -0.64, 0.29, 0.32, -0.65, 0.31, 0.33, -0.55, 0.29, 0.26, -0.63, 0.32, 0.31, -0.64, 0.30, 0.33], "multiplicity": 1, "charge": -1, "lumo_energy_ev": 3.5}

***

Entry 2
{"formula": "ClH14O7", "method": "the ωB97M-V functional and the def2-TZVPD basis", "symbols": ["Cl", "O", "H", "H", "O", "H", "H", "O", "H", "H", "O", "H", "H", "O", "H", "H", "O", "H", "H", "O", "H", "H"], "xyz": [[0.08308, 0.00247, 0.13519], [-0.06142, -4.87999, -1.21859], [-0.03882, -3.94319, -1.02333], [0.71800, -5.03263, -1.75288], [0.77471, 4.36267, 0.60854], [0.54855, 3.47148, 0.34233], [-0.03592, 4.85939, 0.49730], [-1.68401, 0.72906, 4.57913], [-2.54588, 0.31400, 4.61273], [-1.38473, 0.58830, 3.68088], [-3.24496, -0.25584, -2.29640], [-3.88189, 0.15214, -1.70980], [-2.39382, -0.02715, -1.92290], [-2.93568, -3.30029, 1.98317], [-2.27930, -2.76165, 1.54127], [-2.56210, -4.18158, 1.98370], [3.11221, 0.94806, -3.99173], [3.38382, 1.84921, -4.16601], [2.73649, 0.97656, -3.11181], [4.21452, 1.94336, 0.20492], [3.39221, 1.45978, 0.28349], [4.08493, 2.72583, 0.74081]], "mulliken_charge": [-0.94, -0.65, 0.34, 0.31, -0.65, 0.34, 0.30, -0.66, 0.31, 0.34, -0.66, 0.30, 0.34, -0.65, 0.33, 0.31, -0.65, 0.31, 0.34, -0.65, 0.34, 0.31], "multiplicity": 1, "charge": -1, "lumo_energy_ev": 3.2}

***

Entry 3
{"formula": "ClH14O7", "method": "the ωB97M-V functional and the def2-TZVPD basis", "symbols": ["Cl", "O", "H", "H", "O", "H", "H", "O", "H", "H", "O", "H", "H", "O", "H", "H", "O", "H", "H", "O", "H", "H"], "xyz": [[-14.82667, 25.39456, -19.63032], [-18.50169, 21.07869, -19.08098], [-17.89563, 21.81486, -19.16452], [-18.59115, 20.73926, -19.97150], [-11.04271, 29.58301, -16.98063], [-10.94363, 29.69014, -16.03462], [-11.60372, 28.81353, -17.07756], [-10.21037, 27.29587, -22.39893], [-10.30001, 28.24806, -22.35963], [-11.07200, 26.96314, -22.14771], [-14.81653, 26.30182, -13.88118], [-15.16371, 27.18767, -13.77644], [-14.89305, 26.12334, -14.81847], [-11.13267, 20.37117, -19.69449], [-11.94508, 20.81685, -19.93447], [-11.33983, 19.91828, -18.87705], [-15.71884, 30.67698, -17.97508], [-15.75214, 29.76787, -18.27282], [-14.82028, 30.95494, -18.15276], [-19.48946, 28.06876, -22.44526], [-18.91268, 27.76740, -21.74331], [-19.15759, 27.63509, -23.23140]], "mulliken_charge": [-1.00, -0.66, 0.35, 0.31, -0.65, 0.31, 0.34, -0.66, 0.31, 0.35, -0.66, 0.31, 0.35, -0.65, 0.34, 0.31, -0.66, 0.35, 0.32, -0.66, 0.34, 0.31], "multiplicity": 1, "charge": -1, "lumo_energy_ev": 2.6}

***

Most stable to least stable, the ends of the list are entry 1 and entry 3.

***

Entry 1
{"formula": "CHO6S", "method": "the ωB97M-V functional and the def2-TZVPD basis", "symbols": ["C", "O", "O", "O", "O", "O", "O", "S", "H"], "xyz": [[-1.12207, -0.43009, -0.40634], [-2.02458, -2.59107, -1.71675], [-0.95216, 0.75864, -0.24406], [-3.69986, -0.98102, -0.67351], [-2.48934, -0.29171, -2.65600], [1.19027, -0.61755, 0.39019], [-0.01816, -1.26041, -0.05449], [-2.49907, -1.16358, -1.49052], [0.74654, 0.31119, 0.31942]], "mulliken_charge": [0.54, -0.64, -0.59, -0.64, -0.62, -0.27, -0.24, 1.09, 0.38], "multiplicity": 3, "s_squared": 2.01, "charge": -1, "lumo_energy_ev": [3.7, 0.9]}

***

Entry 2
{"formula": "CHO6S", "method": "the ωB97M-V functional and the def2-TZVPD basis", "symbols": ["C", "O", "O", "O", "O", "O", "O", "S", "H"], "xyz": [[0.59986, 0.76806, -0.19348], [-0.04267, -1.54536, -1.49970], [1.62839, 1.06176, -0.64168], [2.04402, -1.92621, -0.16020], [-0.15956, -2.11076, 0.83842], [-1.72719, 2.44187, 0.55658], [-0.44212, 0.84680, 0.31345], [0.63917, -1.58259, -0.22080], [-2.53990, 2.04642, 1.00741]], "mulliken_charge": [0.65, -0.57, -0.41, -0.56, -0.56, -0.34, -0.37, 0.86, 0.31], "multiplicity": 3, "s_squared": 2.01, "charge": -1, "lumo_energy_ev": [3.5, 1.8]}

***

Most stable to least stable, the ends of the list are entry 2 and entry 1.

***

Entry 1
{"formula": "C4H5NS3", "method": "the ωB97M-V functional and the def2-TZVPD basis", "symbols": ["C", "C", "C", "C", "H", "H", "H", "H", "H", "N", "S", "S", "S"], "xyz": [[1.30513, 0.21181, -0.32015], [0.44912, -0.55554, 0.64692], [-1.04806, -0.48365, 0.53278], [-1.72153, 0.42386, -0.42561], [2.99416, -0.08135, -1.85061], [0.85940, -1.51344, 1.00001], [-0.13191, 1.08663, 1.46674], [-1.59434, -1.39858, 0.77900], [-1.24678, 1.35486, -0.58522], [-0.36301, 0.09531, 1.66355], [2.30064, -0.94302, -1.11658], [1.25574, 1.81872, -0.54011], [-3.05857, -0.01562, -1.25072]], "mulliken_charge": [0.54, -0.54, 0.17, -0.37, 0.15, 0.43, 0.31, 0.38, 0.22, -0.59, -0.19, -0.27, -0.23], "multiplicity": 1, "lumo_energy_ev": -0.9}

***

Entry 2
{"formula": "C4H5NS3", "method": "the ωB97M-V functional and the def2-TZVPD basis", "symbols": ["C", "C", "C", "C", "H", "H", "H", "H", "H", "N", "S", "S", "S"], "xyz": [[2.83925, -0.61843, 0.05934], [0.61098, 0.34284, -0.02148], [-0.65645, 0.27982, 0.36024], [-3.25638, 0.62419, -0.40346], [3.28772, -1.55736, 0.38242], [1.13548, -1.47239, 0.80022], [1.08366, 1.12172, -0.59070], [-1.02814, -0.47256, 1.02834], [-4.08729, 1.31439, -0.52173], [1.53393, -0.64145, 0.31499], [3.70730, 0.49992, -0.74956], [-1.80198, 1.54512, -0.03830], [-3.36807, -0.96582, -0.62032]], "mulliken_charge": [-0.06, 0.01, -0.66, -0.14, 0.30, 0.28, 0.34, 0.38, 0.31, -0.13, -0.34, -0.04, -0.24], "multiplicity": 1, "lumo_energy_ev": -0.5}

***

Most stable to least stable, the ends of the list are entry 2 and entry 1.

***

Entry 1
{"formula": "C5H8O2S", "method": "the ωB97M-V functional and the def2-TZVPD basis", "symbols": ["C", "C", "C", "C", "C", "H", "H", "H", "H", "H", "H", "H", "H", "O", "O", "S"], "xyz": [[-0.23554, 1.63547, -0.31148], [-0.28792, 0.13125, -0.00031], [-1.55209, -0.59272, -0.46425], [0.88093, -0.64857, 0.28121], [2.25171, -0.05916, 0.40099], [-0.14883, 1.95919, -1.30897], [-1.21874, 2.00350, 0.05317], [0.51671, 2.05414, 0.24116], [-1.67865, -0.45057, -1.54502], [-2.46902, -0.28708, 0.02934], [-1.45844, -2.00645, 0.79642], [0.91877, -1.69803, 0.04989], [2.32972, 0.90536, 0.90005], [-1.39819, -1.99962, -0.17486], [0.01190, -0.22024, 1.31835], [3.53767, -0.72648, -0.26570]], "mulliken_charge": [-1.51, 1.29, -0.75, -0.01, -0.55, 0.35, 0.32, 0.46, 0.35, 0.30, 0.33, 0.51, 0.27, -0.55, -0.55, -0.25], "multiplicity": 1, "lumo_energy_ev": -0.4}

***

Entry 2
{"formula": "C5H8O2S", "method": "the ωB97M-V functional and the def2-TZVPD basis", "symbols": ["C", "C", "C", "C", "C", "H", "H", "H", "H", "H", "H", "H", "H", "O", "O", "S"], "xyz": [[-0.58149, -0.72828, 1.20973], [0.11472, 0.41875, 0.50948], [-1.91112, 0.88993, -0.69553], [1.07039, 0.18824, -0.60333], [2.32320, 0.08452, -0.48955], [-0.18686, -1.79934, -0.53641], [-1.30547, -0.19189, 1.78796], [0.13087, -1.36194, 1.80632], [0.55454, 1.00570, 1.43981], [-1.81030, -0.23265, -0.67119], [0.66048, 0.44035, -1.70656], [2.84851, -0.13722, 0.57678], [2.99389, 0.09509, -1.48440], [-1.03831, -1.80209, 0.25686], [-0.80726, 1.42175, -0.01267], [-3.05579, 1.70908, -1.38730]], "mulliken_charge": [-0.66, 0.47, 0.04, -0.51, -0.54, 0.38, 0.42, 0.33, 0.28, 0.38, 0.22, 0.21, 0.23, -0.58, -0.37, -0.31], "multiplicity": 1, "lumo_energy_ev": 0.4}

***

Entry 3
{"formula": "C5H8O2S", "method": "the ωB97M-V functional and the def2-TZVPD basis", "symbols": ["C", "C", "C", "C", "C", "O", "O", "S", "H", "H", "H", "H", "H", "H", "H", "H"], "xyz": [[0.67601, 0.50149, -0.57570], [0.02633, -0.57493, -1.51836], [0.45306, -0.46563, 1.59877], [-0.00574, 0.67217, 0.72261], [-0.54885, -1.76426, -0.70731], [-1.82845, -2.29119, -0.65943], [-1.42557, 0.68556, 0.63028], [-0.60107, -3.45183, -1.04690], [1.66947, 0.23538, -0.29296], [0.76907, 1.38300, -1.38582], [-0.79460, -0.01737, -1.96317], [0.81695, -1.07314, -1.98817], [1.39108, -1.01431, 1.49213], [-0.29443, -0.78235, 2.22288], [0.25298, 1.58939, 1.10820], [-1.83924, -0.07437, 1.03093]], "mulliken_charge": [-0.79, -0.36, -1.00, 0.00, 0.18, -0.34, -0.61, -0.10, 0.38, 0.29, 0.33, 0.33, 0.35, 0.45, 0.52, 0.36], "multiplicity": 1, "lumo_energy_ev": [-0.2, -0.1]}

***

Entry 4
{"formula": "C5H8O2S", "method": "the ωB97M-V functional and the def2-TZVPD basis", "symbols": ["C", "C", "C", "C", "C", "H", "H", "H", "H", "H", "H", "H", "H", "O", "O", "S"], "xyz": [[1.92949, -0.75275, 0.84319], [0.58042, -0.11292, -0.99353], [0.72695, -0.86878, -2.13965], [-0.80407, 0.14552, -0.51442], [-1.89634, 1.34827, 1.13882], [2.60570, -0.32703, 1.63977], [2.17032, -1.76484, 0.43908], [0.93850, -1.03444, 1.57590], [-0.17270, -0.94195, -2.71199], [1.64906, -1.19932, -2.43117], [-1.41874, 2.62608, 1.46612], [-2.12220, 0.57034, 2.14750], [-2.74933, 1.33007, 0.26175], [1.54763, 0.31901, -0.19799], [-0.73479, 0.92662, 0.53221], [-2.24992, -0.26388, -1.05559]], "mulliken_charge": [-0.62, 0.68, -0.86, 0.28, -0.67, 0.30, 0.32, 0.19, 0.26, 0.36, 0.20, 0.23, 0.29, -0.40, -0.11, -0.46], "multiplicity": 1, "lumo_energy_ev": -0.1}

***

Most stable to least stable, the ends of the list are entry 1 and entry 3.